Record 1
C53H61N5OP3RuSe | wB97M-V/def2-TZVPD

ORCA input file:
```
! RIJCOSX wB97M-V def2-TZVPD def2/J DEFGRID3
* xyz 2 6
Ru 0.158 -0.057 0.351
C -3.757 0.582 -0.776
P -2.290 0.758 0.306
C -2.809 -0.375 1.688
N -3.666 0.033 2.583
C -4.081 -0.804 3.557
C -4.992 -0.369 4.542
C -5.414 -1.249 5.499
C -4.945 -2.582 5.520
C -4.051 -3.027 4.588
C -3.601 -2.143 3.585
N -2.700 -2.548 2.668
C -2.293 -1.719 1.741
P -0.915 -2.316 0.654
C -0.015 -3.439 1.780
C -1.724 -3.497 -0.574
C -2.572 -2.681 -1.549
C -2.590 -4.542 0.125
C -0.592 -4.181 -1.349
C -2.376 2.589 0.776
C -2.218 3.360 -0.540
C -3.652 3.043 1.482
C -1.157 2.860 1.657
H -4.642 0.873 -0.212
H -3.865 -0.441 -1.115
H -3.635 1.222 -1.649
H -5.352 0.651 4.508
H -6.127 -0.928 6.246
H -5.306 -3.257 6.285
H -3.678 -4.043 4.589
H -0.718 -4.069 2.320
H 0.575 -2.850 2.481
H 0.675 -4.042 1.194
H -3.515 -2.400 -1.081
H -2.811 -3.285 -2.427
H -2.047 -1.783 -1.887
H -3.340 -4.094 0.772
H -1.992 -5.236 0.717
H -3.112 -5.123 -0.638
H 0.004 -3.451 -1.902
H -1.028 -4.877 -2.067
H 0.071 -4.755 -0.702
H -3.099 3.278 -1.176
H -1.345 3.018 -1.103
H -2.077 4.418 -0.311
H -4.515 3.000 0.817
H -3.522 4.084 1.791
H -3.859 2.451 2.361
H -0.241 2.487 1.179
H -1.273 2.383 2.631
H -1.025 3.933 1.813
N 0.512 1.582 6.723
C 0.514 1.136 5.454
C 1.190 1.818 4.427
C 1.168 1.317 3.151
N 0.527 0.190 2.793
C -0.114 -0.462 3.778
C -0.164 -0.039 5.082
H 1.034 2.399 6.983
H 0.050 1.065 7.448
H 1.728 2.734 4.637
H 1.688 1.834 2.356
H -0.601 -1.389 3.520
H -0.712 -0.616 5.816
Se -0.340 0.847 -2.555
C -0.816 2.128 -3.859
C -1.646 1.732 -4.914
C -1.948 2.629 -5.921
C -1.418 3.915 -5.891
C -0.598 4.312 -4.839
C -0.304 3.428 -3.818
H -2.041 0.725 -4.937
H -2.587 2.324 -6.738
H -1.645 4.611 -6.687
H -0.186 5.312 -4.823
H 0.322 3.734 -2.991
N 1.589 -1.320 -1.315
C 2.547 -2.237 -0.759
C 2.873 -2.146 0.591
C 3.875 -2.942 1.121
C 4.548 -3.846 0.311
C 4.197 -3.964 -1.025
C 3.197 -3.167 -1.562
H 1.288 -1.617 -2.235
H 2.024 -0.399 -1.404
H 2.332 -1.441 1.212
H 4.139 -2.854 2.167
H 5.341 -4.456 0.722
H 4.718 -4.668 -1.662
H 2.931 -3.257 -2.610
O 2.275 1.077 0.104
P 3.488 1.961 0.244
C 2.975 3.685 0.383
C 2.275 4.178 -0.720
C 1.823 5.485 -0.730
C 2.076 6.309 0.361
C 2.759 5.818 1.463
C 3.207 4.504 1.482
C 4.575 1.877 -1.195
C 4.764 0.643 -1.811
C 5.623 0.525 -2.891
C 6.317 1.638 -3.346
C 6.157 2.863 -2.713
C 5.286 2.989 -1.643
C 4.525 1.562 1.664
C 5.656 2.343 1.908
C 6.458 2.068 3.002
C 6.153 1.005 3.843
C 5.043 0.214 3.587
C 4.227 0.493 2.501
H 2.115 3.521 -1.569
H 1.287 5.876 -1.586
H 1.745 7.339 0.350
H 2.956 6.463 2.309
H 3.740 4.121 2.343
H 4.266 -0.235 -1.419
H 5.758 -0.437 -3.369
H 6.988 1.550 -4.190
H 6.713 3.724 -3.059
H 5.153 3.953 -1.167
H 5.911 3.153 1.235
H 7.321 2.688 3.207
H 6.788 0.791 4.692
H 4.813 -0.624 4.233
H 3.361 -0.123 2.301
*
```

Values from the calculation:
Kohn-Sham gap (alpha / beta) (eV): 7.2 / 6.2
HOMO energy (alpha / beta) (eV): -12.18 / -13.09
E (eV): -161233.1029

Record 2
C53H63AsBr3F6N6O24 | wB97M-V/def2-TZVPD

ORCA input file:
```
! RIJCOSX wB97M-V def2-TZVPD def2/J DEFGRID3
* xyz -1 1
As -1.264 -0.057 0.737
F -2.412 1.094 1.450
F -0.466 -0.406 2.342
F -0.168 -1.130 -0.078
F -2.111 0.256 -0.859
F -0.028 1.237 0.372
F -2.347 -1.417 0.978
C 7.958 4.846 2.045
C 7.556 4.553 0.739
C 8.361 4.946 -0.279
C 9.556 5.674 -0.053
C 9.813 6.130 1.274
C 8.978 5.733 2.293
N 10.525 6.028 -1.169
O 11.658 6.409 -0.918
O 10.081 5.963 -2.316
H 7.390 4.533 2.908
H 6.803 3.834 0.452
H 7.991 4.596 -1.231
H 10.664 6.755 1.499
H 9.215 5.899 3.333
C -8.941 0.925 -5.336
C -9.930 1.708 -5.753
C -10.790 2.490 -4.941
C -10.509 2.399 -3.589
C -9.491 1.628 -3.102
C -8.756 0.829 -3.971
N -11.311 3.245 -2.615
O -12.014 4.112 -3.092
O -11.205 3.005 -1.425
H -8.275 0.397 -6.002
H -10.221 1.757 -6.792
H -11.563 3.115 -5.363
H -9.219 1.577 -2.058
H -7.941 0.273 -3.534
C -4.215 -4.382 8.255
C -5.371 -4.734 8.812
C -5.859 -5.967 8.342
C -5.232 -6.770 7.337
C -4.072 -6.248 6.729
C -3.558 -5.034 7.205
N -5.747 -8.077 6.969
O -5.058 -8.720 6.159
O -6.732 -8.531 7.557
H -3.770 -3.469 8.621
H -5.850 -4.249 9.650
H -6.717 -6.480 8.753
H -3.598 -6.838 5.958
H -2.665 -4.533 6.864
C -6.453 -7.361 -1.396
C -7.686 -7.487 -0.778
C -8.359 -8.731 -0.730
C -7.805 -9.792 -1.447
C -6.560 -9.697 -2.018
C -5.876 -8.462 -1.992
N -8.658 -10.992 -1.633
O -8.167 -12.091 -1.708
O -9.847 -10.835 -1.590
H -5.847 -6.469 -1.461
H -8.129 -6.606 -0.338
H -9.333 -8.875 -0.286
H -6.180 -10.526 -2.597
H -4.869 -8.488 -2.382
C 2.652 7.217 5.596
C 1.881 6.039 5.788
C 1.841 5.415 7.007
C 2.452 6.006 8.163
C 3.262 7.176 7.927
C 3.304 7.766 6.690
N 2.228 5.412 9.505
O 1.579 4.365 9.610
O 2.747 5.908 10.509
H 2.837 7.682 4.639
H 1.481 5.466 4.965
H 1.497 4.392 6.995
H 3.763 7.793 8.658
H 3.885 8.668 6.573
C -3.932 7.319 -1.360
C -3.621 7.658 -2.697
C -2.973 8.824 -2.979
C -2.544 9.755 -1.946
C -2.712 9.283 -0.622
C -3.471 8.141 -0.352
N -1.909 11.103 -2.253
O -1.641 11.343 -3.440
O -1.678 11.829 -1.317
H -4.220 6.327 -1.044
H -3.692 6.841 -3.400
H -2.721 9.019 -4.011
H -2.494 9.852 0.270
H -3.558 7.750 0.651
C 1.250 -0.653 -6.958
C 0.440 -1.834 -7.480
O 1.281 -2.880 -8.033
C 0.910 -4.136 -8.547
O 1.654 -4.926 -9.156
O -0.414 -4.291 -8.353
C -1.166 -5.220 -9.051
H 2.297 -0.953 -6.904
H 0.951 -0.351 -5.954
H 1.079 0.208 -7.604
H -0.091 -1.484 -8.365
H -0.306 -2.126 -6.740
H -2.201 -4.891 -9.145
H -1.143 -6.182 -8.540
H -0.781 -5.303 -10.068
C 13.062 -1.731 3.023
C 11.970 -1.713 1.973
O 10.790 -1.953 2.789
C 9.562 -1.811 2.136
O 9.422 -1.643 0.933
O 8.516 -2.059 2.957
C 7.239 -2.371 2.420
H 12.959 -0.924 3.748
H 14.104 -1.661 2.709
H 13.065 -2.705 3.513
H 12.040 -2.487 1.209
H 11.879 -0.719 1.535
H 6.609 -2.781 3.209
H 7.334 -3.140 1.653
H 6.787 -1.482 1.979
C 6.173 9.185 -8.862
C 6.402 8.964 -7.377
O 5.152 8.565 -6.805
C 5.114 8.561 -5.535
O 5.936 8.979 -4.750
O 3.957 7.882 -5.197
C 3.562 7.753 -3.867
H 5.871 8.295 -9.414
H 6.991 9.759 -9.297
H 5.248 9.748 -8.992
H 6.876 9.815 -6.887
H 7.171 8.198 -7.279
H 4.325 7.666 -3.093
H 2.770 7.025 -3.693
H 3.053 8.701 -3.692
C 0.234 -13.856 2.071
C -1.027 -13.040 2.126
O -0.939 -11.850 1.357
C -0.217 -10.828 1.890
O 0.223 -10.670 3.010
O -0.095 -9.883 0.931
C 0.282 -8.536 1.222
H 0.931 -13.579 2.862
H 0.801 -13.914 1.142
H -0.075 -14.884 2.260
H -1.433 -12.845 3.119
H -1.778 -13.639 1.611
H -0.410 -8.052 1.911
H 0.304 -7.979 0.285
H 1.265 -8.488 1.692
C -6.942 2.059 6.312
Br -7.801 1.757 8.170
Br -7.553 3.716 5.494
Br -7.211 0.555 5.012
H -5.873 2.218 6.450
*
```

Values from the calculation:
Kohn-Sham gap (eV): 9.0
HOMO energy (eV): -8.74
E (eV): -401318.5030

Record 3
C53H63F5IN8O6S | wB97M-V/def2-TZVPD

ORCA input file:
```
! RIJCOSX wB97M-V def2-TZVPD def2/J DEFGRID3
* xyz 1 1
C -5.506 -1.579 4.251
C -5.118 -1.139 5.557
C -3.868 -0.232 5.908
O -3.432 -0.305 7.098
O -3.159 0.612 5.005
C -3.915 1.807 4.650
C -2.853 3.007 4.517
C -2.605 3.520 3.020
C -2.220 2.347 1.972
C -1.417 2.875 0.694
C 0.173 3.040 0.902
C 0.952 1.692 1.286
C 1.549 0.876 0.042
C 2.340 1.734 -1.067
S 0.023 0.206 -0.869
O 2.307 -0.302 0.328
C 3.172 -0.288 1.474
C 4.645 0.119 0.889
N 5.781 -0.293 1.751
C 6.895 -0.940 0.955
C 3.175 -1.878 1.884
F 4.150 -2.620 1.106
F 3.389 -2.126 3.259
C 1.768 -2.593 1.497
C 1.769 -3.909 0.626
C 0.434 -4.650 0.237
C -0.973 -4.114 0.656
C -0.961 -2.815 1.535
C -2.408 -2.265 1.968
F -2.223 -1.235 2.925
F -3.303 -3.283 2.380
F -2.965 -1.636 0.791
C 0.376 -2.097 1.950
C 2.709 0.567 2.746
N 3.757 0.718 3.766
N 1.952 1.863 2.438
I 3.254 3.458 1.972
C 1.166 2.237 3.685
C 1.504 3.669 4.307
O 0.875 4.741 4.059
O 2.542 3.795 5.309
C 3.053 5.138 5.335
C 2.517 6.260 6.376
O 3.992 5.518 4.573
H -5.580 -2.718 4.066
H -5.809 -0.907 3.378
H -5.748 -1.516 6.442
H -4.471 1.645 3.661
H -4.700 1.985 5.473
H -3.265 3.876 5.154
H -1.856 2.709 5.020
H -3.571 4.024 2.650
H -1.792 4.338 2.984
H -1.740 1.479 2.542
H -3.233 1.943 1.579
H -1.804 3.954 0.504
H -1.724 2.285 -0.231
H 0.553 3.537 -0.074
H 0.272 3.883 1.694
H 0.144 0.991 1.744
H 3.424 1.370 -1.258
H 1.822 1.631 -2.097
H 2.417 2.854 -0.870
H 0.462 -0.351 -2.079
H 4.711 1.212 0.563
H 4.737 -0.501 -0.086
H 6.214 0.527 2.207
H 6.680 -2.069 0.899
H 6.915 -0.427 -0.070
H 7.903 -0.744 1.476
H 2.722 -4.413 0.248
H 0.450 -5.613 -0.373
H -1.944 -4.641 0.341
H 0.242 -1.156 2.574
H 1.909 -0.110 3.251
H 4.594 1.212 3.453
H 3.416 1.000 4.687
H 1.316 1.491 4.558
H 0.020 2.228 3.515
H 2.253 7.244 5.835
H 1.658 5.841 6.998
H 3.434 6.494 7.043
N -1.038 -1.301 -3.772
C -0.141 -1.912 -4.565
C -0.483 -2.698 -5.653
C -1.829 -2.869 -5.941
C -2.778 -2.252 -5.137
C -2.334 -1.483 -4.074
H 0.899 -1.751 -4.298
H 0.283 -3.165 -6.260
H -2.137 -3.479 -6.785
H -3.837 -2.365 -5.333
H -3.037 -0.977 -3.419
N -2.907 1.057 -7.608
C -2.189 -0.065 -7.780
C -1.799 -0.549 -9.019
C -2.174 0.163 -10.149
C -2.917 1.325 -10.001
C -3.255 1.728 -8.719
H -1.924 -0.587 -6.869
H -1.218 -1.460 -9.098
H -1.889 -0.184 -11.137
H -3.227 1.905 -10.861
H -3.832 2.632 -8.551
N -2.077 -4.506 -8.745
C -1.180 -5.117 -9.538
C -1.523 -5.903 -10.626
C -2.869 -6.074 -10.914
C -3.817 -5.457 -10.111
C -3.373 -4.688 -9.048
H -0.141 -4.956 -9.270
H -0.756 -6.369 -11.232
H -3.177 -6.683 -11.757
H -4.876 -5.570 -10.306
H -4.076 -4.182 -8.393
N 6.606 7.844 9.482
C 5.909 7.225 8.517
C 6.414 6.947 7.257
C 7.717 7.332 6.973
C 8.460 7.976 7.952
C 7.864 8.205 9.182
H 4.894 6.947 8.787
H 5.806 6.441 6.517
H 8.148 7.133 5.998
H 9.479 8.291 7.764
H 8.405 8.702 9.980
N -4.090 -6.555 -3.673
C -3.680 -5.562 -2.868
C -4.226 -5.306 -1.620
C -5.259 -6.118 -1.176
C -5.704 -7.151 -1.989
C -5.090 -7.327 -3.219
H -2.872 -4.952 -3.260
H -3.853 -4.491 -1.011
H -5.713 -5.949 -0.205
H -6.509 -7.803 -1.674
H -5.401 -8.123 -3.888
*
```

Values from the calculation:
Kohn-Sham gap (eV): 5.9
HOMO energy (eV): -10.78
E (eV): -112690.9556

- The lowest E belongs to which entry?
  C53H63AsBr3F6N6O24

- The lowest E belongs to which entry?
  C53H63AsBr3F6N6O24